1.
Density functional theory data (ωB97M-V/def2-TZVPD) for C22H43N2P3PrS as an isolated structure at a distorted geometry.

Output
2S+1: 3
⟨S²⟩: 2.021
Frontier orbital gap (spin up / spin down) in eV: 5.971 / 6.072
HOMO energy (spin up / spin down) in eV: -14.60 / -14.60
LUMO (spin up / spin down) in eV: -8.63 / -8.53
Energy in eV: -79236.0704
Total charge: +3

Positions of all 72 atoms, in Å:
Pr1 -0.7616 0.4069 -0.7843
P1 -1.8386 1.3859 1.7678
P2 1.7817 1.0385 0.8818
P3 0.1265 -3.8040 2.5356
H1 -3.0999 -2.7441 -3.3432
C1 -2.4961 -2.7878 -2.4476
C2 -3.1733 -2.3288 -1.1281
H2 -3.7028 -1.3592 -1.2426
C3 -2.6693 2.9543 1.2161
C4 -1.0280 1.9691 3.3278
C5 -3.2723 0.4443 2.4478
C6 3.2916 0.4583 0.0141
C7 2.1949 2.8869 0.8483
C8 2.3998 0.7801 2.6249
C9 0.2164 -5.3051 3.5382
C10 -0.4990 -2.4199 3.5142
C11 1.7636 -3.4580 1.8464
H3 -2.0571 -3.7783 -2.3282
H4 -3.8088 -3.0088 -0.5361
H5 -3.1826 2.7645 0.2548
H6 -1.9026 3.7344 1.0561
H7 -3.3904 3.2658 1.9976
H8 -0.1279 2.5610 3.0736
H9 -0.7353 1.0828 3.9245
H10 -1.7282 2.6016 3.9133
H11 -3.5678 -0.3063 1.6916
H12 -4.1064 1.1442 2.6587
H13 -2.9482 -0.1016 3.3567
H14 4.1951 0.9430 0.4105
H15 3.2104 0.6708 -1.0566
H16 3.3843 -0.6230 0.1520
H17 3.1707 3.0582 1.3569
H18 1.4033 3.4518 1.3836
H19 2.2661 3.2252 -0.2046
H20 3.4258 1.1829 2.7377
H21 2.4460 -0.2998 2.8361
H22 1.7401 1.2713 3.3627
H23 1.2608 -5.4587 3.8855
H24 -0.0463 -6.1718 2.8788
H25 -0.4348 -5.2126 4.4187
H26 -0.3817 -2.6643 4.5864
H27 -1.5693 -2.2675 3.2979
H28 0.0898 -1.5081 3.3194
H29 2.4428 -4.2504 2.2110
H30 2.1236 -2.4849 2.2035
H31 1.7440 -3.4593 0.7487
C12 -0.5506 -2.1292 -1.4635
C13 0.6999 -2.7269 -1.7188
C14 1.3795 -2.3820 -2.8906
C15 0.7900 -1.4583 -3.7860
C16 -0.4837 -0.9225 -3.5799
C17 -1.3861 -1.6298 -2.5876
S1 -1.5823 -2.5019 -0.0849
H32 -0.7745 -4.0499 1.5163
H33 1.1142 -3.4967 -1.0837
H34 2.3457 -2.8101 -3.1600
H35 1.2551 -1.2271 -4.7557
H36 -0.9645 -0.1394 -4.2169
H37 -2.2298 -0.8285 -2.4721
N1 1.1750 4.9459 -4.8878
C18 0.8479 4.1758 -3.8382
C19 1.2433 2.8103 -3.8014
C20 0.8306 2.0419 -2.7105
N2 -0.0387 2.5378 -1.7639
C21 -0.3743 3.8658 -1.7657
C22 0.0426 4.6912 -2.7888
H38 1.7296 4.5810 -5.6421
H39 0.9152 5.9218 -4.9155
H40 1.8478 2.3510 -4.6079
H41 1.2327 1.0004 -2.5462
H42 -0.9459 4.1737 -0.8824
H43 -0.2676 5.7263 -2.7742

=====

2.
Density functional theory data (ωB97M-V/def2-TZVPD) for C22H43N2P3ScSe as an isolated structure at a distorted geometry.

Output
Relative energy (zero: lowest compared OMol25 entry of this formula, charge and spin) in kJ/mol: 69.2
Frontier orbital gap (spin up / spin down) in eV: 4.877 / 4.877
HOMO energy (spin up / spin down) in eV: -14.83 / -14.83
LUMO (spin up / spin down) in eV: -9.95 / -9.95
Energy in eV: -140378.9350
Total charge: +3

Positions of all 72 atoms, in Å:
Sc1 -0.6635 0.5467 -0.6558
P1 -2.5998 -1.9109 -0.5169
P2 2.0663 0.0295 2.3194
P3 1.0114 -1.1049 -2.3597
H1 -3.4600 0.8775 -2.1734
C1 -2.5113 0.4142 -2.4860
C2 -1.3714 1.2225 -2.4954
H2 -1.4231 2.1708 -1.8695
C3 -4.1186 -1.1745 0.0390
C4 -2.1416 -3.0455 0.7864
C5 -3.0047 -2.9426 -1.9353
C6 2.8981 1.4405 1.6308
C7 1.0841 0.5122 3.7513
C8 3.2089 -1.2824 2.7332
C9 0.7205 -0.8833 -4.1733
C10 1.0117 -2.9546 -2.2666
C11 2.8082 -0.8200 -2.3126
H3 -2.6698 -0.5159 -3.0537
H4 -0.7258 1.3348 -3.3655
H5 -4.5322 -0.4676 -0.6845
H6 -3.9801 -0.6754 1.0039
H7 -4.8273 -2.0080 0.1625
H8 -2.2063 -2.5452 1.7693
H9 -1.1444 -3.4916 0.6237
H10 -2.9054 -3.8533 0.7480
H11 -3.8113 -2.4878 -2.5164
H12 -3.3385 -3.9013 -1.5278
H13 -2.1380 -3.1278 -2.5777
H14 3.6013 1.8317 2.3752
H15 2.1778 2.2262 1.3694
H16 3.4552 1.1590 0.7329
H17 1.7300 1.1395 4.3978
H18 0.7959 -0.3790 4.3416
H19 0.1800 1.0745 3.4462
H20 3.9699 -0.8799 3.4120
H21 3.6879 -1.6587 1.8156
H22 2.6774 -2.0959 3.2507
H23 1.4452 -1.4918 -4.7463
H24 0.8516 0.1750 -4.4522
H25 -0.3084 -1.1865 -4.4350
H26 1.3467 -3.3877 -3.2245
H27 0.0016 -3.3339 -2.0482
H28 1.6933 -3.2851 -1.4656
H29 3.2800 -1.1341 -3.2488
H30 3.2701 -1.3662 -1.4856
H31 2.9955 0.2489 -2.1730
C12 1.0179 3.1379 -3.1077
C13 -0.2339 3.7373 -3.4194
C14 -0.6450 3.8540 -4.7502
C15 0.2789 3.6606 -5.7854
C16 1.6065 3.3367 -5.4697
C17 1.9528 3.0058 -4.1601
Se1 1.3510 2.3613 -1.4194
H32 -1.5569 -1.0948 -1.1601
H33 -0.9353 3.9858 -2.6186
H34 -1.6915 4.0843 -4.9794
H35 -0.0038 3.8371 -6.8216
H36 2.3641 3.2742 -6.2473
H37 2.9362 2.6232 -3.8944
N1 1.0110 -0.6279 1.1208
C18 -1.7966 0.7069 1.2047
C19 -2.3777 0.5603 2.4501
C20 -2.8469 1.7282 3.0599
C21 -2.7602 2.9655 2.4152
C22 -2.1584 3.0443 1.1627
N2 -1.6957 1.8959 0.6028
H38 1.5874 -1.2055 0.4984
H39 0.3660 -1.2858 1.5809
H40 -2.4866 -0.4050 2.9370
H41 -3.3071 1.6764 4.0496
H42 -3.1703 3.8753 2.8421
H43 -2.0509 3.9611 0.5929

=====

3.
Density functional theory data (ωB97M-V/def2-TZVPD) for C22H43N6NbO3 as an isolated structure at a distorted geometry.

Output
Relative energy (zero: lowest compared OMol25 entry of this formula, charge and spin) in kJ/mol: 0.0
Frontier orbital gap (spin up / spin down) in eV: 7.399 / 7.400
HOMO energy (spin up / spin down) in eV: -8.12 / -8.12
LUMO (spin up / spin down) in eV: -0.72 / -0.72
Energy in eV: -40143.9844
Total charge: 0

Positions of all 75 atoms, in Å:
Nb1 -0.0708 0.6631 -1.0098
N1 -1.3430 2.2118 -0.4799
N2 1.6674 1.5113 -0.3770
N3 -0.6391 -1.4288 -1.4212
N4 1.3044 -0.8223 -2.1869
H1 -0.3308 4.0487 -0.9157
C1 -1.0081 3.6015 -0.1775
H2 -0.5427 3.7173 0.8108
H3 -1.9421 4.1900 -0.1482
H4 -3.2955 2.9378 -0.4521
C2 -2.7508 2.0125 -0.1989
H5 -2.9119 1.8217 0.8718
H6 -3.1845 1.1780 -0.7554
C3 2.3816 2.4509 -1.2315
H7 3.4071 2.0754 -1.4013
H8 1.9117 2.6089 -2.2082
H9 2.4584 3.4281 -0.7249
H10 3.4810 0.8778 0.4785
C4 2.4970 1.2684 0.7986
H11 2.6205 2.2087 1.3667
H12 2.0611 0.5310 1.4735
C5 -1.9244 -1.9035 -1.8159
H13 -2.3958 -1.0617 -2.3665
C6 -2.7615 -2.1230 -0.5625
H14 -3.0314 -1.1850 -0.0604
H15 -3.6911 -2.6335 -0.8353
H16 -2.2626 -2.7492 0.1911
C7 -1.9218 -3.1216 -2.7416
H17 -2.9619 -3.4789 -2.7981
H18 -1.5926 -2.8232 -3.7450
H19 -1.2885 -3.9459 -2.3794
H20 3.5707 -1.2861 -4.6044
C8 2.5441 -1.3166 -4.2177
H21 2.1559 -2.3498 -4.2512
H22 1.8952 -0.6516 -4.8087
C9 2.5977 -0.7287 -2.8128
H23 2.7180 0.3626 -2.9091
C10 3.7905 -1.1455 -1.9473
H24 3.5526 -1.7928 -1.0937
H25 4.5441 -1.6451 -2.5677
H26 4.3114 -0.2496 -1.5825
H27 0.7521 -2.8884 -2.1850
C11 0.5244 -1.8264 -1.9717
C12 -0.4850 1.2402 -2.9556
H28 -1.5362 1.3430 -2.6594
H29 0.0177 2.1938 -2.7074
C13 -0.3160 1.1055 -4.4663
H30 0.5475 1.7040 -4.8599
C14 -1.1340 0.5016 -5.4078
H31 -2.1453 0.1437 -5.1690
H32 -0.7155 0.1911 -6.3763
C15 -1.9045 -0.8295 5.7678
C16 -1.8542 -0.4403 4.3022
C17 -0.4247 -0.4244 3.7027
C18 0.5927 0.3807 4.5517
C19 0.1062 1.7595 4.9664
C20 0.0884 -1.8701 3.6389
O1 0.1161 -2.6397 4.5932
N5 0.5897 -2.3103 2.4392
C21 0.7590 -1.5621 1.2747
O2 1.5488 -1.9710 0.4225
N6 -0.0065 -0.4233 1.1845
C22 -0.5249 0.1932 2.2847
O3 -1.0714 1.3014 2.1594
H33 -1.2339 -1.6816 5.9331
H34 -2.9306 -1.1255 6.0095
H35 -1.6102 0.0025 6.4181
H36 -2.4254 -1.1665 3.7007
H37 -2.3238 0.5372 4.1349
H38 0.8352 -0.2243 5.4399
H39 1.5298 0.4525 3.9739
H40 -0.5792 1.6785 5.8189
H41 0.9639 2.3739 5.2641
H42 -0.4126 2.2399 4.1258
H43 1.0428 -3.2214 2.4487

=====

4.
Density functional theory data (ωB97M-V/def2-TZVPD) for C22H44AlBNO14 as an isolated structure.

Output
Frontier orbital gap in eV: 6.751
HOMO energy in eV: -4.43
LUMO in eV: 2.32
Energy in eV: -60960.7390
Total charge: -1

Positions of all 83 atoms, in Å:
C1 2.6998 -0.7298 0.4178
C2 2.4178 -2.1529 0.8842
O1 1.6345 -2.8494 -0.0607
C3 0.3858 -3.3520 0.3457
C4 -0.7897 -2.5770 -0.2439
O2 -0.6161 -1.2055 -0.1584
Al1 -1.9903 -0.0507 -0.1592
C5 -3.7807 -0.9956 -0.1047
C6 -4.3076 -1.4794 -1.4658
N1 -4.8604 -2.8539 -1.4101
C7 -1.8938 1.1327 -1.7976
C8 -0.5024 1.7364 -2.0108
C9 0.3826 0.9971 -3.0307
O3 0.1117 -0.3807 -3.2350
B1 -1.7575 1.2301 1.6083
O4 -1.6894 2.6349 1.5278
O5 -1.7108 0.8135 2.9186
C10 -1.2621 -0.5042 3.1906
H1 3.0394 -0.1083 1.2509
H2 3.4509 -0.7012 -0.3747
H3 1.7642 -0.3129 0.0352
H4 3.3523 -2.7113 1.0171
H5 1.9191 -2.1254 1.8587
H6 0.3130 -3.3605 1.4406
H7 0.3354 -4.3936 0.0076
H8 -0.9044 -2.8924 -1.2934
H9 -1.6878 -2.9020 0.3051
H10 -3.7939 -1.8407 0.5949
H11 -4.4836 -0.2642 0.3178
H12 -3.5380 -1.4286 -2.2446
H13 -5.1115 -0.8088 -1.7913
H14 -4.4372 -3.3261 -0.6227
H15 -4.5956 -3.3902 -2.2241
H16 -2.6232 1.9340 -1.6215
H17 -2.2331 0.6064 -2.6999
H18 -0.5866 2.7595 -2.4033
H19 0.0255 1.8261 -1.0558
H20 0.3183 1.5277 -3.9918
H21 1.4284 1.0159 -2.7087
H22 -0.7480 -0.4437 -3.6338
H23 -2.4797 2.9901 1.1442
H24 -0.8564 -0.5155 4.2022
H25 -2.0905 -1.2172 3.1353
H26 -0.4906 -0.8274 2.4887
C11 6.6110 -0.8575 -0.1070
C12 6.6836 0.2552 0.9036
C13 7.9372 0.2993 1.7516
O6 7.4612 0.8898 2.9692
C14 6.1340 0.6170 3.0784
O7 5.4879 0.8033 4.0546
O8 5.6721 0.1086 1.9192
H27 6.6338 -1.8269 0.3928
H28 5.6904 -0.8005 -0.6850
H29 7.4567 -0.7830 -0.7912
H30 6.5143 1.2211 0.4312
H31 8.7366 0.9008 1.3296
H32 8.2993 -0.7082 1.9762
C15 3.0905 3.3196 -0.3842
C16 4.2793 3.5664 -1.2709
C17 4.4275 2.6359 -2.4606
O9 5.8574 2.5974 -2.6451
C18 6.4271 2.8392 -1.4474
O10 7.5655 2.6279 -1.1693
O11 5.5160 3.2936 -0.5715
H33 3.1413 2.3232 0.0563
H34 3.0472 4.0466 0.4246
H35 2.1736 3.3966 -0.9664
H36 4.3237 4.6089 -1.5982
H37 3.9473 2.9861 -3.3688
H38 4.0837 1.6271 -2.2232
C19 -7.1545 -1.0480 2.2937
C20 -8.3018 -0.6541 1.4026
C21 -8.4116 -1.4279 0.1036
O12 -9.0278 -0.4640 -0.7677
C22 -8.7067 0.7703 -0.3199
O13 -8.9075 1.7791 -0.9118
O14 -8.1390 0.6900 0.9031
H39 -6.2056 -0.8766 1.7842
H40 -7.1592 -0.4713 3.2174
H41 -7.2325 -2.1065 2.5445
H42 -9.2530 -0.6770 1.9438
H43 -9.0301 -2.3192 0.1559
H44 -7.4268 -1.6856 -0.2966